(1)
The following is a quantum chemistry calculation of 9 unconnected molecules or ions with the total composition H18O9, from OMol25.

Values from the calculation:
- max |F| (hartree/bohr) = 0.023
- E_HOMO (alpha / beta) (eV) = 0.642 / -7.594
- ⟨S²⟩ = 0.750
- E_tot (hartree) = -687.93332
- energy above the lowest of the compared OMol25 structures with the same formula, charge and spin (eV) = 0.623
- molar mass (Da) = 162.1

Geometry as ORCA input:
```
! RIJCOSX wB97M-V def2-TZVPD def2/J DEFGRID3
* xyz -1 2
H 1.87 -1.65 -2.87
H -2.94 -0.69 2.01
H 2.50 1.25 2.95
H -1.91 -0.08 -3.14
O 2.26 0.54 2.36
H -0.72 -3.03 0.85
O 0.14 2.70 -0.74
H 0.90 3.13 -0.36
H -1.79 1.01 0.76
H 0.61 -0.39 -0.65
O -2.24 0.94 1.60
H 3.16 -2.05 -2.19
H 0.24 1.78 -0.50
O -0.13 0.05 -0.24
H 1.49 0.85 1.90
H -1.84 -2.26 1.51
H 2.70 0.14 -1.37
O -3.26 -1.30 2.67
O 2.36 -1.55 -2.05
H -2.11 1.79 2.02
H 3.35 1.29 -2.11
O -1.32 -2.29 0.71
O -0.96 -0.05 -2.99
H -3.93 -0.81 3.15
O 3.09 1.01 -1.24
H -0.87 0.35 -2.12
H -0.68 -0.66 0.09
*
```



(2)
The following is a quantum chemistry calculation of C20H33NO2 in the gas phase, from OMol25.

Values from the calculation:
- max |F| (hartree/bohr) = 0.011
- E_HOMO (eV) = -9.938
- E_tot (hartree) = -987.14375
- energy above the lowest of the compared OMol25 structures with the same formula, charge and spin (eV) = 0.460
- SMILES = CCCCCCCCCCCCCCOC(=O)c1cccnc1
- molar mass (Da) = 319.5

Geometry as ORCA input:
```
! RIJCOSX wB97M-V def2-TZVPD def2/J DEFGRID3
* xyz 0 1
H -6.54 -0.06 -0.42
H 1.01 -0.64 0.12
H 4.06 0.00 0.06
C -4.38 -2.63 0.51
H -5.76 -0.20 1.15
C -6.67 -0.44 0.59
H 2.36 1.00 2.39
C 4.31 2.02 0.70
H 2.61 0.99 -0.08
H -4.05 -1.59 0.57
H 0.00 -2.61 2.21
H -1.12 -1.84 -0.53
H -5.63 -2.26 -1.20
H 4.78 2.31 -3.04
H -7.80 -2.18 0.05
H -2.15 -3.82 1.55
H 7.12 5.50 -1.40
C 5.53 3.50 -0.65
C -5.73 -2.69 -0.20
N 5.77 3.48 -4.39
H -6.91 -2.35 1.56
C 0.88 -0.96 1.15
C 5.90 3.86 -2.04
H -6.02 -3.74 -0.32
H 5.20 1.84 1.31
H 7.75 6.11 -3.76
O 4.71 2.45 -0.60
C 6.75 4.95 -2.25
H -3.70 -4.49 -0.31
H 0.72 -3.04 0.66
C -7.86 0.24 1.25
H -1.35 -4.26 0.04
H -1.83 -1.42 1.03
C -1.24 -2.18 0.51
C 5.44 3.16 -3.16
H 2.10 -1.46 2.84
C 6.58 4.51 -4.58
C 3.00 0.25 1.92
C 7.10 5.28 -3.55
H -4.50 -3.00 1.53
O 5.92 4.09 0.33
H -7.71 1.32 1.28
C -3.33 -3.47 -0.21
C 3.47 0.76 0.55
H 3.73 2.83 1.17
C 0.13 -2.29 1.17
C 2.25 -1.08 1.83
H 3.88 0.12 2.56
H 2.86 -1.81 1.29
H -7.99 -0.11 2.26
H -8.77 0.04 0.69
H 0.29 -0.20 1.67
H 6.82 4.73 -5.62
H -3.18 -3.07 -1.22
C -6.85 -1.96 0.54
C -1.99 -3.51 0.52
*
```



(3)
The following is a quantum chemistry calculation of 3 unconnected molecules or ions with the total composition C21H39N2O6S, from OMol25.

Values from the calculation:
- max |F| (hartree/bohr) = 0.147
- E_HOMO (eV) = -10.616
- E_tot (hartree) = -1781.98382
- energy above the lowest of the compared OMol25 structures with the same formula, charge and spin (eV) = 2.097
- molar mass (Da) = 447.6

Geometry as ORCA input:
```
! RIJCOSX wB97M-V def2-TZVPD def2/J DEFGRID3
* xyz 1 1
C -5.24 -3.81 -3.62
H 5.30 2.24 -1.25
O -6.15 -4.00 -4.72
C 4.43 -2.02 -0.80
H 2.16 5.02 4.83
H -6.71 -5.95 -5.05
H -2.23 -1.12 -2.52
H 4.79 2.24 1.00
C -3.05 -0.41 -2.03
H 0.33 4.40 8.20
C 4.29 1.83 -1.70
C 0.96 4.36 7.31
H 1.65 2.31 7.03
N 3.23 2.07 -0.63
H 5.61 -0.09 -0.07
H -0.20 1.27 -2.38
C 0.51 5.29 6.21
O -2.88 -1.06 0.78
H -0.78 3.56 -1.06
C 1.08 2.64 1.67
H 3.07 2.71 3.21
H 1.99 4.60 7.60
C 2.69 2.55 2.11
H 5.10 0.26 -3.15
H -5.85 -5.17 -6.40
S -3.80 -1.15 -0.47
H 0.22 2.86 2.44
H 4.19 -2.45 -1.87
H 3.08 -3.62 0.59
H 3.44 -0.26 -2.42
H -3.73 -5.36 -5.32
H -4.51 -3.06 -3.93
H 6.36 -1.01 -1.57
H -2.61 1.66 -2.87
H -0.08 2.57 6.68
C 0.92 3.01 6.62
H 3.43 -1.66 -0.30
H -5.21 -5.75 -2.69
N 1.92 2.14 -1.00
C -4.57 -5.77 -4.74
H 0.82 6.33 6.35
C -2.48 1.13 -1.84
H 4.53 -4.36 1.55
H -0.58 5.27 6.12
H -3.59 -5.05 -2.91
H -3.11 1.60 -0.97
O 5.15 -3.02 0.01
O 1.21 3.25 5.23
C 1.14 4.66 4.98
H 0.56 4.84 4.07
O -5.26 -0.29 -0.10
C 3.62 2.28 0.79
C 5.34 -0.64 -1.07
H -3.92 -0.35 -2.84
C -5.88 -5.28 -5.32
C 0.94 2.42 0.06
O -4.21 -2.66 -0.67
H 4.09 -4.96 -0.27
H -4.49 -6.86 -4.73
H 3.98 2.46 -2.65
C 4.17 -4.03 0.46
H -1.42 2.52 0.40
H -5.80 -0.85 0.56
H -0.53 0.27 -0.77
C -0.89 1.20 -1.42
H -5.79 -3.43 -2.75
C -0.64 2.54 -0.50
C 4.47 0.26 -2.13
C -4.59 -5.15 -3.36
*
```



(4)
The following is a quantum chemistry calculation of 6 unconnected molecules or ions with the total composition C37H84IN2O2, from OMol25.

Values from the calculation:
- max |F| (hartree/bohr) = 0.053
- E_HOMO (eV) = -4.033
- E_tot (hartree) = -2017.86730
- molar mass (Da) = 716.0

Geometry as ORCA input:
```
! RIJCOSX wB97M-V def2-TZVPD def2/J DEFGRID3
* xyz -1 1
H -4.63 -2.63 -3.14
H 9.76 5.14 2.69
H 5.05 2.77 2.56
C 8.36 4.71 1.10
H 2.96 -7.19 2.36
H 5.61 1.10 0.86
H 4.13 -2.18 2.07
H -5.16 -1.25 0.73
C 8.72 5.36 2.43
H 3.19 -3.25 4.06
C 1.86 4.03 2.54
C 4.25 -3.26 2.17
C 3.09 1.41 -6.70
C 3.35 3.32 -5.03
H 8.61 6.45 2.37
H 3.16 -1.23 -5.63
H 2.64 4.78 2.68
O -0.86 -5.47 -1.40
C 5.63 2.16 0.60
H -3.64 -1.32 -2.43
H 3.31 4.07 -5.83
H -14.87 -1.26 1.92
C -1.77 -3.21 -1.40
H 2.37 -5.53 4.07
H -2.07 -2.56 -0.55
H 1.54 -2.87 -0.32
H 0.53 5.43 1.60
H -13.54 -0.48 1.06
C 5.83 4.51 1.57
H -8.62 -1.42 2.80
H -4.14 -3.26 -0.20
H 8.52 3.63 1.17
H 1.64 -1.74 -6.39
H 1.16 0.65 -7.26
H -4.56 -0.43 -0.74
C -5.18 -1.28 -0.38
C 5.84 3.00 1.85
C 2.08 -1.29 -5.49
H 2.35 3.07 2.35
H 8.09 5.00 3.24
H 0.75 1.58 1.59
H 2.23 -1.27 -0.81
H 5.91 -1.82 3.91
H -11.27 -0.65 4.16
C -13.06 -1.15 3.08
H -2.37 -3.07 -3.39
C 2.97 -6.12 2.11
H -9.03 -2.91 1.94
C -3.91 -2.41 -2.30
H -0.81 3.41 2.05
C -11.86 -0.23 3.34
H -13.60 -1.28 4.02
H -0.68 1.45 0.60
C -10.94 0.00 2.13
H -9.77 -0.97 0.63
C 3.14 -3.78 3.10
H 5.89 5.04 2.53
C -14.02 -0.59 2.04
H 9.05 5.07 0.33
C -9.45 -2.04 2.45
C 1.46 0.07 -5.21
H 4.86 4.78 1.14
C 0.05 -1.54 -1.38
H 4.92 2.16 -5.89
H 2.01 -5.88 1.63
H -0.32 -2.95 -2.88
H 6.78 2.71 2.33
H -5.65 -3.25 -1.18
H 3.98 3.71 -4.23
O -2.32 -5.01 0.23
H 3.77 -5.96 1.38
C -1.65 -4.69 -0.77
C 1.64 1.06 -6.37
H 2.18 -3.51 2.66
C 1.31 -1.78 -0.42
H -0.52 1.89 -1.94
N -0.42 -2.85 -1.87
C -10.35 -1.26 1.51
H 0.14 3.51 -1.69
H 1.05 2.32 -2.62
H 4.11 -5.57 3.85
H 3.96 1.28 -4.72
H 2.34 3.21 -4.63
C 0.39 2.45 -1.76
H 1.89 -1.97 -4.65
C 3.17 -5.29 3.36
H -14.40 0.39 2.34
H 1.55 4.56 0.47
N -2.77 -3.32 -2.49
H 5.84 -4.64 2.70
H -10.13 0.66 2.45
H 5.40 -3.28 4.78
H 0.47 -0.99 -2.28
H 7.07 -3.12 4.22
H -10.00 -2.40 3.33
H 2.03 2.50 -0.36
C 0.95 4.44 1.38
H -12.72 -2.14 2.77
C -0.20 3.47 1.14
H -11.49 0.55 1.36
H 1.37 0.91 -0.65
H 1.08 1.98 -6.13
C 1.09 1.95 -0.50
H 0.39 -0.06 -5.03
C 6.93 5.01 0.64
H 4.11 -3.68 1.17
C 0.22 2.05 0.75
I -7.24 -0.79 -0.95
C 6.03 -2.91 3.96
C 3.90 2.00 -5.55
H 6.82 6.10 0.53
H -11.15 -1.91 1.14
C 5.68 -3.56 2.63
H 4.68 2.40 0.12
H -0.73 -0.91 -0.91
H 6.79 4.59 -0.36
H -12.22 0.74 3.69
H 1.06 -1.35 0.59
H 1.88 0.48 -4.29
H 3.08 2.13 -7.53
H 3.60 0.52 -7.08
H -0.86 3.88 0.37
H 6.43 2.31 -0.13
H 6.37 -3.19 1.87
C -4.72 -2.68 -0.97
H 1.29 3.95 3.47
*
```



(5)
The following is a quantum chemistry calculation of a molecular structure, C37H48CrN4OP2S, from OMol25.

Values from the calculation:
- max |F| (hartree/bohr) = 0.049
- E_HOMO (alpha / beta) (eV) = -9.056 / -9.137
- ⟨S²⟩ = 0.772
- E_tot (hartree) = -3858.13996
- energy above the lowest of the compared OMol25 structures with the same formula, charge and spin (eV) = 1.471
- molar mass (Da) = 710.8

Geometry as ORCA input:
```
! RIJCOSX wB97M-V def2-TZVPD def2/J DEFGRID3
* xyz 1 2
N 0.02 1.47 1.19
H -2.39 -2.73 -2.13
H 3.89 0.40 0.76
O -1.44 -0.93 -1.72
H -1.67 -2.15 5.13
P -0.68 -1.65 1.46
C 0.08 -2.05 -4.20
H 0.77 2.17 -5.47
C -4.08 3.37 -0.24
N 1.44 -0.55 -0.20
H -3.35 -1.60 -1.18
H 4.61 -3.63 1.02
H -3.29 0.39 -1.59
C 4.27 1.87 -0.76
H -2.84 4.33 1.22
H 2.67 -2.69 -3.52
C -3.22 1.28 -0.99
C -1.73 -3.05 0.87
C 1.02 -2.27 1.45
C 0.94 -1.53 -3.04
C -1.11 -1.30 3.24
H 0.29 -3.12 -4.33
H 0.83 -3.77 2.97
H 0.75 -2.15 -2.17
C 0.54 3.66 3.03
H -0.12 5.59 3.70
H -1.46 -4.64 2.35
C 1.95 0.97 -1.97
H -1.90 0.70 2.83
C 2.80 3.07 3.53
H 3.08 -1.22 -2.63
C -2.97 3.46 0.59
H -2.43 -2.96 3.77
H -1.97 1.68 -4.99
C 1.89 -1.65 0.53
C 3.18 -2.19 0.38
H -1.43 4.02 2.48
C 0.68 1.17 -5.05
C 2.97 4.28 4.20
C -0.24 1.19 -3.81
C -4.20 2.25 -1.04
H -3.13 -0.56 2.87
H 2.65 -1.13 -4.34
H -3.46 -3.13 2.19
C 3.54 0.85 -0.16
H 0.33 -1.56 -5.14
H 2.34 2.47 -3.47
C 2.67 2.01 -2.54
C 2.35 0.40 -0.75
C -2.05 2.44 0.59
H -0.98 -1.94 -4.02
C -3.21 -2.80 1.18
H -0.73 -3.27 4.15
H -3.84 -3.37 0.50
C 1.92 5.18 4.27
C 0.70 4.88 3.67
C 1.58 2.76 2.97
H -1.57 -2.98 -0.21
H 3.12 -4.61 2.75
H 4.40 3.29 -2.37
H -3.08 -1.32 -2.90
C 2.42 -1.63 -3.40
Cr -0.49 0.12 -0.23
H 3.85 -1.77 -0.37
H -1.98 -5.18 0.76
C -1.70 0.96 -4.22
H 0.25 0.53 -5.82
H -1.84 -0.04 -4.64
C 3.61 -3.24 1.16
C -1.50 -2.50 4.11
C -1.33 -4.47 1.28
H -2.38 1.08 -3.39
H -3.49 -1.75 1.10
H -0.30 -4.71 1.01
N -0.69 3.34 2.39
H -2.41 0.01 4.37
C -0.82 2.42 1.44
H 5.18 2.21 -0.29
H 3.92 4.52 4.65
H -0.18 2.18 -3.35
N -2.15 1.36 -0.19
H 1.68 0.81 -4.84
C -2.61 -1.67 -1.98
H 3.62 2.36 3.46
C 1.49 -3.31 2.25
H 2.05 6.13 4.78
P 0.39 0.14 -2.43
C 2.78 -3.80 2.13
S 1.34 1.16 2.25
C -2.20 -0.22 3.33
H -5.05 2.13 -1.70
H -0.18 -0.89 3.62
H -4.82 4.16 -0.26
C 3.83 2.47 -1.93
*
```



(6)
The following is a quantum chemistry calculation of a molecular structure, C14H28F7InN5O8S2, from OMol25.

Values from the calculation:
- max |F| (hartree/bohr) = 0.115
- E_HOMO (eV) = -12.414
- E_tot (hartree) = -3111.16083
- energy above the lowest of the compared OMol25 structures with the same formula, charge and spin (eV) = 0.000
- molar mass (Da) = 706.3

Geometry as ORCA input:
```
! RIJCOSX wB97M-V def2-TZVPD def2/J DEFGRID3
* xyz 1 1
O -1.71 0.53 -1.80
H 6.38 -0.37 1.66
H -2.21 3.46 0.41
H 2.41 5.02 -0.86
H -0.39 5.51 0.02
H -3.22 0.78 4.58
H -3.98 -3.48 -1.62
F 2.80 -1.60 -2.97
H -3.55 -4.04 0.44
H -2.53 -3.06 -2.66
H -2.23 2.16 5.11
C 5.93 -1.07 0.96
O 3.66 -0.96 0.24
C -2.80 1.75 4.29
N -0.41 4.52 -0.16
H -3.43 -1.81 -1.88
C 2.02 4.52 0.02
H -2.59 -3.18 2.61
F -0.47 1.83 -5.22
H -3.88 0.46 0.61
H 6.13 -0.77 -0.07
O -0.05 -1.37 -5.28
H -3.62 2.41 4.00
H 6.55 -1.96 1.04
H 5.34 -3.11 3.01
C -2.20 -2.88 -0.55
H 5.31 -1.54 3.88
C -1.72 3.94 -0.43
H 2.73 3.79 0.42
O -1.19 -2.16 -0.56
F -0.28 2.69 -3.25
N 0.30 -0.41 -2.97
H -2.39 4.71 -0.83
C -1.99 -3.57 1.78
H -0.93 1.70 3.30
H 2.93 -1.89 2.30
O -0.22 -2.87 -3.33
C -3.67 0.77 1.63
H -4.05 -0.03 2.28
O -2.30 -0.40 -3.99
C 2.18 -1.95 -4.11
S -1.30 0.24 -3.16
F 2.66 -1.27 -5.15
H 2.04 5.29 0.80
H 3.94 -2.70 4.06
C 0.71 3.80 -0.17
C -2.23 0.98 1.97
In 0.94 -0.30 -0.25
C 4.44 -1.24 1.17
N -2.68 -3.54 0.50
N 3.94 -1.74 2.29
H -1.78 -4.63 1.94
N -1.91 1.51 3.15
F 2.47 -3.24 -4.27
F 1.19 -1.81 2.21
O -1.37 0.63 1.15
C 4.71 -2.31 3.39
C -1.03 1.94 -4.04
O 0.68 2.58 -0.34
H -4.32 1.60 1.94
C -3.10 -2.84 -1.77
S 0.31 -1.67 -3.91
H -1.66 3.21 -1.23
F -2.24 2.44 -4.18
H -1.08 -2.98 1.84
*
```



(7)
The following is a quantum chemistry calculation of CH2O2S4 in the gas phase, from OMol25.

Values from the calculation:
- max |F| (hartree/bohr) = 0.035
- E_HOMO (alpha / beta) (eV) = -9.538 / -9.103
- E_tot (hartree) = -1782.42995
- energy above the lowest of the compared OMol25 structures with the same formula, charge and spin (eV) = 1.835
- molar mass (Da) = 174.3

Geometry as ORCA input:
```
! RIJCOSX wB97M-V def2-TZVPD def2/J DEFGRID3
* xyz 0 1
O -2.91 1.09 -0.55
H 0.82 0.54 1.02
C 0.75 0.40 -0.07
S -1.96 -1.37 0.63
S -1.87 0.70 0.34
S 2.96 -1.63 0.16
O -0.44 0.76 -0.61
H 1.56 0.94 -0.56
S 1.10 -1.43 -0.35
*
```